10
Properties=species:S:1:pos:R:3:forces:R:3 method="wB97M-V/def2-TZVPD" relative_energy_ev=4.8950 e_tot_ha=-264.14654 charge=0 fmax_ev_per_a=2.2 homo_energy_ev="-8.2 / -8.1"
C -0.9300 -0.6270 -0.3600 0.2 0.6 0.1
C -1.1578 0.5674 -0.9650 0.3 -0.2 0.2
N 0.5256 2.1338 -0.3226 -1.1 -1.9 -0.2
N 1.1821 1.4429 0.3302 -0.4 0.6 -0.5
C 1.2113 0.1220 0.7461 0.1 -0.4 0.1
C 0.2448 -0.7850 0.4568 0.3 0.2 0.1
H -1.5669 -1.5234 -0.4489 0.2 0.5 -0.1
H -2.0382 0.5318 -1.6373 0.5 0.6 0.2
H 2.1040 -0.0966 1.3052 -0.1 -0.2 0.1
H 0.4251 -1.7659 0.8955 0.0 0.1 -0.1